Entry 1:
Entry from OMol25: a structure of composition C15H25BCoN6OP in a non-equilibrium geometry (ωB97M-V with the def2-TZVPD basis set).

Structure (XYZ):
```
50
Properties=species:S:1:pos:R:3:mulliken_spin:R:1
Co 0.293 -0.065 -0.021 0.95
P 0.045 -0.080 -2.475 -0.02
O 3.217 0.562 -0.142 0.01
N -1.254 1.452 -0.036 0.03
N -2.338 1.271 0.730 -0.01
N -2.259 -1.241 0.895 -0.01
N 0.025 0.291 2.225 0.01
N -1.230 0.156 2.679 0.00
N -1.096 -1.569 0.299 0.00
C -1.238 -0.017 4.016 0.00
C -3.133 -2.266 0.827 -0.01
C -1.246 -2.812 -0.148 -0.01
C 0.382 0.873 -4.052 0.02
C -3.272 2.206 0.463 -0.01
C 2.752 1.843 -0.483 -0.03
C -2.767 3.040 -0.514 0.00
C -2.527 -3.298 0.143 0.00
C 2.223 -0.395 0.002 0.10
C 0.071 0.003 4.452 0.00
C -1.689 -0.554 -2.924 0.00
C 0.820 0.205 3.280 0.00
C -1.494 2.517 -0.791 -0.02
C 2.946 -1.674 0.328 0.01
C 0.929 -1.617 -2.989 -0.01
B -2.411 0.074 1.693 -0.02
H 1.890 0.278 3.163 0.00
H -4.123 -2.188 1.245 0.00
H 0.854 -2.343 -2.182 0.00
H 0.528 -2.038 -3.917 0.00
H -0.236 1.773 -4.064 0.00
H -3.458 0.080 2.281 0.00
H 3.279 -2.199 -0.579 0.00
H -2.158 -0.161 4.561 0.00
H 0.160 0.278 -4.945 0.00
H 2.277 -2.346 0.866 0.00
H 3.845 -1.492 0.937 0.00
H 0.431 -0.091 5.463 0.00
H -0.440 -3.312 -0.660 0.00
H -2.067 -1.272 -2.196 0.00
H 1.431 1.175 -4.071 0.01
H 1.843 2.085 0.079 0.01
H -2.931 -4.270 -0.085 0.00
H 1.984 -1.374 -3.124 0.00
H -2.319 0.338 -2.892 0.00
H 2.510 1.906 -1.551 0.00
H 3.547 2.556 -0.247 -0.01
H -0.747 2.861 -1.489 0.00
H -3.247 3.897 -0.955 0.00
H -4.208 2.227 0.997 0.00
H -1.734 -0.991 -3.926 0.00
```

Results
Highest occupied orbital energy (spin up / spin down), eV: -1.471 / -1.298
Charge: -1
<S²>: 0.93
Kohn-Sham gap (spin up / spin down), eV: 4.579 / 4.407
Multiplicity: 2


Entry 2:
Entry from OMol25: a structure of composition C15H25Br2CdNO7P2 in a non-equilibrium geometry (ωB97M-V with the def2-TZVPD basis set).

Structure (XYZ):
```
53
Properties=species:S:1:pos:R:3:mulliken_charge:R:1
Cd 3.872 -1.353 1.003 0.64
Br 2.250 4.212 -0.420 -0.08
Br -1.039 3.236 1.201 0.03
P 1.596 -0.883 -2.543 -0.03
P 1.221 1.306 2.728 0.24
O 2.950 0.150 -0.588 -0.69
O -3.405 -2.904 0.841 -0.39
O 1.682 2.899 2.985 -0.32
O 2.319 1.532 -2.194 -0.24
O 3.740 1.731 1.121 -0.43
O 1.364 -2.397 -1.703 -0.57
O 1.555 0.250 4.004 -0.58
N 0.166 -0.722 -3.602 -0.51
C 1.577 -0.983 1.292 -0.90
C -2.042 0.104 0.308 -0.88
C -1.986 -2.865 1.194 -0.71
C 0.489 1.041 -0.311 2.45
C 2.906 1.013 0.584 -0.10
C 1.698 0.581 -1.318 -0.28
C 0.484 3.688 -1.142 -0.35
C 1.776 -2.293 1.488 -0.81
C -2.014 -0.239 1.852 -0.56
C -3.478 -3.805 -0.301 -0.62
C -0.224 2.438 -0.470 -1.15
C 0.379 3.735 -2.771 -0.84
C 1.344 0.633 1.022 2.39
C -1.641 -1.739 2.262 -0.26
C -0.706 -0.011 -0.536 -1.24
H -2.763 -0.666 -0.169 0.50
H -1.789 -3.880 1.711 0.51
H 2.218 -2.874 -1.676 0.33
H -2.278 -1.980 3.193 0.42
H -4.555 -4.023 -0.614 0.28
H 0.123 2.670 -3.133 0.13
H 2.597 2.935 3.363 0.41
H 2.083 -3.256 2.026 0.60
H -1.393 0.456 2.514 0.15
H 0.711 -0.241 4.171 0.44
H 3.079 1.057 -2.619 0.59
H -2.926 -3.399 -1.221 0.22
H -1.160 2.272 -1.122 0.56
H -0.412 -1.107 -0.503 -0.29
H 0.290 -1.321 -4.435 0.34
H -1.069 0.178 -1.616 0.60
H -2.947 -4.781 -0.015 0.29
H -0.371 4.502 -3.137 0.36
H -0.176 4.596 -0.877 0.67
H 1.410 3.972 -3.196 0.28
H 0.115 0.273 -3.896 0.19
H -0.556 -1.879 2.630 0.00
H -1.345 -2.860 0.252 0.25
H -3.095 -0.086 2.227 0.50
H -2.625 1.088 0.161 0.44
```

Results
Highest occupied orbital energy, eV: -13.838
Charge: +2
Energy above the lowest of the compared OMol25 structures with the same formula, charge and spin, kcal/mol: 108.6
Kohn-Sham gap, eV: 3.261


Entry 3:
Entry from OMol25: a cluster of 2 separate species, C15H25ClN2O6S in total in a non-equilibrium geometry (ωB97M-V with the def2-TZVPD basis set).

Structure (XYZ):
```
50
Properties=species:S:1:pos:R:3:mulliken_charge:R:1
Cl 1.955 5.042 3.021 -0.16
S 0.077 -2.540 1.619 -0.17
O 2.587 1.342 -1.333 -0.51
O 3.615 3.533 1.606 -0.44
O -4.064 2.325 1.539 -0.40
O -0.397 2.355 2.494 -0.30
O 4.986 -1.584 -1.998 -0.78
O 0.956 -2.057 -1.864 -0.32
N -0.178 0.165 2.046 -1.12
N 0.182 1.394 1.710 0.94
C -0.476 -4.144 -1.376 -0.38
C -2.921 1.828 2.318 -0.43
C 1.042 1.862 0.707 0.48
C 1.957 -1.771 -0.835 -0.14
C -4.304 1.484 0.386 -0.16
C -5.097 0.108 0.751 -0.75
C -1.768 -3.191 -1.296 -0.81
C -1.681 2.763 1.922 -0.25
C 1.316 3.443 0.586 -0.96
C 1.741 0.940 -0.293 0.52
C 2.416 3.902 1.664 0.59
C 5.467 -0.580 -2.734 -0.64
C 0.458 -0.747 1.200 0.45
C 0.807 -3.479 -2.092 -0.49
C 1.392 -0.541 0.013 -0.16
H -3.238 1.888 3.413 0.25
H 1.122 -2.892 2.463 0.21
H -5.133 0.045 1.890 0.26
H -3.346 1.236 -0.210 0.15
H 6.228 -0.834 -3.500 0.29
H 2.889 -1.369 -1.408 -0.27
H -1.530 2.895 0.793 0.24
H -2.724 0.744 1.968 0.29
H 2.233 -2.689 -0.208 0.57
H 4.737 -0.006 -3.345 0.13
H 1.749 3.733 -0.447 0.37
H -2.576 -3.554 -2.041 0.37
H -1.560 -2.082 -1.462 0.18
H -4.426 -0.766 0.400 0.14
H 0.357 4.074 0.691 0.34
H -0.770 -5.050 -2.037 0.36
H 3.001 2.224 -1.145 0.36
H -1.921 3.816 2.340 0.28
H 5.980 0.243 -2.193 0.18
H 1.747 -4.071 -1.803 0.32
H 0.636 -3.612 -3.230 0.32
H -6.110 0.021 0.239 0.29
H -4.978 2.077 -0.339 0.36
H -0.219 -4.611 -0.349 0.20
H -2.215 -3.313 -0.244 0.17
```

Results
Highest occupied orbital energy, eV: -5.288
Kohn-Sham gap, eV: 2.772